Molecular formula: C14H23BrClN3O6PS
Method: DFT, the ωB97M-V functional and the def2-TZVPD basis

Last column: Mulliken charge in e.
Atoms and positions in Å:
1 C -3.53260 0.59391 2.31269  -0.687
2 C -3.25225 -1.03560 2.18478  -0.353
3 O -2.64143 -1.36109 0.88154  -0.193
4 C -3.03569 -2.69488 0.40239  -0.523
5 C -2.31933 -3.09737 -1.05185  -0.384
6 O -1.00825 -3.75626 -0.88842  -0.420
7 C 0.10517 -2.79708 -1.00608  0.448
8 C 1.48475 -3.48473 -1.62048  -0.633
9 O 2.71314 -2.73127 -1.25685  -0.330
10 C 2.61994 -1.36443 -1.81698  -0.637
11 C 2.46555 -0.33079 -0.55109  0.222
12 C 1.37200 0.82809 -0.56377  -0.271
13 N 0.47355 0.86163 -1.82175  0.396
14 C -0.98913 0.94364 -1.44570  -0.501
15 C 0.90322 1.95866 -2.77017  0.390
16 C 0.99095 3.56211 -2.44002  -0.823
17 O 1.27915 1.56322 -4.01290  -0.533
18 N 1.03223 1.84973 0.42149  -0.225
19 N 1.83022 1.71802 1.49449  0.363
20 P 1.41794 2.92350 2.79807  0.376
21 O 2.72362 4.01142 3.17466  -0.466
22 O 0.10015 3.98492 2.24429  -0.477
23 S 0.64032 2.03927 4.39608  -0.217
24 C 2.92575 0.80727 1.77519  0.605
25 Br 3.97065 0.93212 3.50726  0.031
26 C 3.40814 -0.35891 0.77276  -0.074
27 Cl 4.79143 -1.55786 1.03352  -0.045
28 H -3.50819 0.92452 3.44344  0.310
29 H -2.71390 1.24229 1.75072  0.001
30 H -4.60207 0.86199 1.86166  0.282
31 H -2.44892 -1.31603 3.01339  0.249
32 H -4.27516 -1.60119 2.31805  0.305
33 H -4.20578 -2.79855 0.19419  0.354
34 H -2.76071 -3.46707 1.25030  0.342
35 H -3.03138 -3.90831 -1.55873  0.302
36 H -2.31079 -2.15669 -1.74780  0.266
37 H -0.14750 -1.87094 -1.71003  -0.142
38 H 0.36181 -2.40427 0.08953  0.161
39 H 1.45926 -3.61249 -2.79380  0.295
40 H 1.61805 -4.57115 -1.14940  0.277
41 H 1.78972 -1.27568 -2.63648  0.391
42 H 3.64530 -1.08700 -2.36085  0.363
43 H -1.29322 1.88907 -0.82690  0.306
44 H -1.30664 -0.08094 -0.96409  0.004
45 H -1.59529 1.01683 -2.47022  0.343
46 H 0.55944 3.87419 -1.39422  0.220
47 H 2.14041 3.85924 -2.53644  0.289
48 H 0.44171 4.13061 -3.33430  0.339
49 H 2.42276 4.97589 3.12813  0.361
50 H -0.70811 3.36844 2.28072  0.343

Its highest occupied orbital energy is -12.2 eV. Its SMILES is CCOCCOCCOCc1c(N(C)C(C)=O)n[n+](P(O)(O)=S)c(Br)c1Cl. The value obtained for the energy is -4936.0453 hartree. Its HOMO-LUMO gap is 6.51 eV. As for the molar mass: 507.75 g mol⁻¹. The LUMO energy is -0.2085 Ha. As for the net charge: +1.

---

Molecular formula: C14H23ClIO2P2W
Method: DFT, the ωB97M-V functional and the def2-TZVPD basis

Last column: Mulliken charge in e.
Atoms and positions in Å:
1 C 2.94380 -1.60644 -2.20668  -1.112
2 C 1.56050 -2.09683 -2.53591  0.713
3 H 3.64722 -2.43951 -2.17755  0.343
4 H 2.94954 -1.09923 -1.23764  0.120
5 H 3.28512 -0.87894 -2.96420  0.442
6 O 1.18210 -3.27281 -2.46068  -0.469
7 I -0.96388 -1.36870 -2.21467  0.096
8 W 0.59506 0.34321 2.23416  0.714
9 P 0.31797 -1.89610 1.99673  0.788
10 C -0.14717 -3.17379 0.81085  -0.805
11 C 2.14980 -1.95797 1.93936  -1.127
12 H 0.04266 -2.11310 4.42919  0.404
13 H 0.24225 -3.70879 3.59621  0.453
14 H -1.31654 -2.81445 3.50135  0.435
15 C -0.22143 -2.71246 3.54567  -1.212
16 H 2.61608 -1.14598 2.52758  0.525
17 H 2.40773 -2.94057 2.36524  0.410
18 H 0.23524 -4.12681 1.20538  0.485
19 H 0.28003 -3.00842 -0.18815  0.003
20 H 2.51316 -1.91513 0.90232  0.263
21 H -1.23890 -3.21668 0.73731  0.424
22 C 0.79467 -1.04137 -3.28138  0.485
23 O 1.08465 -0.28033 -4.16835  -0.401
24 Cl 2.04188 1.20143 3.67815  -0.153
25 C 0.74030 2.66816 0.85944  -1.070
26 P -0.32288 1.22856 0.37206  0.721
27 C -1.44537 1.06606 1.97403  -1.121
28 C -1.35965 1.96067 -0.93416  1.093
29 C -0.77492 2.15587 -2.19983  -0.527
30 C -1.47988 2.81846 -3.19433  -0.718
31 C -2.73297 3.36431 -2.91121  -0.536
32 C -3.29792 3.22361 -1.63658  -0.724
33 C -2.63713 2.46886 -0.66221  -0.533
34 H 1.36218 2.46616 1.76479  0.352
35 H 0.12156 3.55904 1.01480  0.457
36 H 1.43888 2.86801 0.03951  0.439
37 H -1.70414 2.01205 2.44671  0.606
38 H -2.36117 0.61132 1.59789  0.603
39 H -1.10531 0.27827 2.79272  0.013
40 H 0.23476 1.78340 -2.36741  0.458
41 H -1.03972 2.90043 -4.18391  0.466
42 H -3.28653 3.87259 -3.70291  0.441
43 H -4.26058 3.68265 -1.41137  0.437
44 H -3.09109 2.28127 0.30769  0.318

Its highest occupied orbital energy (alpha / beta) is -17.8 / -17.8 eV. The value obtained for the energy is -2204.1147 hartree. Its HOMO-LUMO gap (alpha / beta) is 4.00 / 4.47 eV. The spin multiplicity is 3. As for the molar mass: 631.48 g mol⁻¹. The LUMO energy (alpha / beta) is -0.5085 / -0.4912 Ha. For the energy relative to the best compared isomer or geometry (same formula, charge and spin), the calculation gives 16.6 kcal per mole. As for the net charge: +3.

---

Molecular formula: C14H23CoN2OP
Method: DFT, the ωB97M-V functional and the def2-TZVPD basis

Last column: Mulliken charge in e.
Atoms and positions in Å:
1 C 2.65396 1.47191 -1.20592  -0.633
2 C 2.64733 0.56921 -0.14685  -1.050
3 C 1.58471 -0.33426 0.02793  1.423
4 C 0.62279 -0.42758 -0.97910  -0.527
5 C 0.58989 0.52170 -2.00901  1.215
6 C 1.63278 1.44333 -2.15478  -0.902
7 C 1.52395 -1.13041 1.29804  -0.447
8 C 1.75859 -0.29262 2.60437  -1.256
9 N 1.01455 0.91872 2.73788  0.380
10 Co -0.73463 -1.90890 -1.03614  -0.788
11 C -0.61820 0.56039 -2.89945  -1.225
12 P -1.90649 -0.43320 -2.00925  1.029
13 H 3.46397 0.55495 0.58008  0.706
14 H 1.61366 2.15165 -2.98194  0.424
15 H 3.45204 2.20763 -1.28165  0.396
16 H -0.46307 0.08220 -3.87893  0.464
17 H -1.02528 1.56849 -3.06880  0.462
18 H 0.55707 -1.65272 1.38354  -0.020
19 H 2.29904 -1.92000 1.26816  0.383
20 H 1.47395 -0.91093 3.47113  0.595
21 C -3.29920 -0.56034 -3.14216  -1.229
22 C -2.43958 0.70515 -0.67958  -1.292
23 H 2.82724 -0.04661 2.66298  0.359
24 C 1.45148 2.16233 2.19710  -1.043
25 C -0.11946 0.97320 3.60991  -1.101
26 H -0.95719 -2.93184 -2.30107  0.187
27 H 1.48618 2.93407 2.98144  0.410
28 H 2.44404 2.05907 1.75374  0.354
29 H 0.75819 2.52832 1.41820  0.176
30 H 0.15955 1.39191 4.59762  0.303
31 H -0.90359 1.62825 3.19184  0.330
32 H -0.52250 -0.03917 3.76418  0.334
33 H -3.11715 1.45457 -1.10265  0.409
34 H -2.94349 0.09458 0.08327  0.356
35 H -1.57186 1.21327 -0.24224  0.239
36 H -3.35671 0.33422 -3.77491  0.352
37 H -3.17955 -1.43999 -3.78493  0.383
38 H -4.21867 -0.65429 -2.55202  0.379
39 H -1.63265 -2.95054 -1.93168  -0.040
40 O -1.01361 -4.73235 2.09575  -0.591
41 C -1.00095 -3.96176 1.18102  0.746
42 N -0.99113 -3.20160 0.25486  -0.648

Its highest occupied orbital energy (alpha / beta) is -7.5 / -7.5 eV. The value obtained for the energy is -2456.0221 hartree. Its HOMO-LUMO gap (alpha / beta) is 7.94 / 7.14 eV. The spin multiplicity is 4. As for the molar mass: 325.26 g mol⁻¹. The LUMO energy (alpha / beta) is 0.0160 / -0.0134 Ha.

---

Molecular formula: C14H23EuN2PS
Method: DFT, the ωB97M-V functional and the def2-TZVPD basis

Last column: Mulliken charge in e.
Atoms and positions in Å:
1 C 0.34962 3.36656 -1.72566  -0.767
2 C -0.93490 2.91793 -1.43276  -0.870
3 C -1.11977 1.77972 -0.61925  0.011
4 C -0.00630 1.11358 -0.13169  0.678
5 C 1.27019 1.55804 -0.41282  0.787
6 C 1.46187 2.68803 -1.22621  -0.745
7 C -2.53431 1.36950 -0.29759  -1.313
8 C -2.81252 -0.12784 -0.03461  -0.304
9 N -2.45193 -1.06896 -1.03948  0.242
10 Eu -0.29580 0.07293 2.10188  0.400
11 C 2.45614 0.81438 0.17212  -1.218
12 P 2.12184 -0.97205 0.40285  0.877
13 H -1.81877 3.41319 -1.84937  0.344
14 H 2.47865 3.01345 -1.46695  0.378
15 H 0.48080 4.24066 -2.36179  0.357
16 H 2.76937 1.24126 1.14685  0.358
17 H 3.33445 0.89527 -0.49256  0.465
18 H -2.89447 1.91195 0.60099  0.367
19 H -3.20157 1.69856 -1.10930  0.430
20 H -2.39028 -0.45928 0.96155  -0.133
21 C 3.16865 -1.61457 1.69900  -1.103
22 C 2.54976 -1.72534 -1.17172  -1.338
23 H -3.90309 -0.24637 0.13406  0.518
24 C -1.66172 -0.80878 -2.20591  -0.739
25 C -3.02682 -2.38411 -0.94810  -1.046
26 H 1.42477 -1.15681 5.53708  0.178
27 H -1.90725 -1.60173 -2.93540  0.372
28 H -1.84408 0.18056 -2.66579  0.284
29 H -0.57902 -0.91367 -2.00294  0.031
30 H -3.15919 -2.78031 -1.96369  0.307
31 H -2.36602 -3.08297 -0.41160  0.284
32 H -3.99462 -2.35834 -0.43602  0.325
33 H 3.62558 -1.59484 -1.37390  0.402
34 H 2.33165 -2.80151 -1.11710  0.429
35 H 1.97013 -1.27343 -1.99402  0.330
36 H 4.20834 -1.62820 1.35294  0.387
37 H 3.09512 -1.00117 2.61086  0.300
38 H 2.84150 -2.64376 1.90129  0.365
39 H 0.74361 -1.37688 0.58830  -0.099
40 S -0.79997 1.58918 4.48463  -0.456
41 C 0.15046 0.37217 4.86260  0.373
42 N 0.86994 -0.61603 4.86925  -0.448

Its highest occupied orbital energy (alpha / beta) is -4.6 / -5.0 eV. The value obtained for the energy is -2106.3040 hartree. Its HOMO-LUMO gap (alpha / beta) is 4.87 / 5.22 eV. The spin multiplicity is 8. As for the molar mass: 434.36 g mol⁻¹. The LUMO energy (alpha / beta) is 0.0115 / 0.0087 Ha. For the energy relative to the best compared isomer or geometry (same formula, charge and spin), the calculation gives 137.9 kcal per mole.

---

Molecular formula: C14H23F3HfNO3PS
Method: DFT, the ωB97M-V functional and the def2-TZVPD basis

Last column: Mulliken charge in e.
Atoms and positions in Å:
1 C 0.48942 3.03872 -2.52236  -0.705
2 C -0.78822 2.61128 -2.14796  -0.844
3 C -0.92334 1.58536 -1.20558  0.047
4 C 0.22001 1.05637 -0.61024  1.474
5 C 1.49472 1.40712 -1.04239  0.074
6 C 1.63396 2.44642 -1.97450  -0.781
7 C -2.25419 1.01590 -0.79781  -1.672
8 C -2.14009 -0.49506 -0.37302  -0.592
9 N -2.54059 -1.32228 -1.47111  -0.050
10 Hf -0.35659 -0.03946 1.25825  0.736
11 C 2.65494 0.64332 -0.45429  -1.179
12 P 1.94910 -0.91471 0.31787  0.837
13 H -1.69284 3.04873 -2.57588  0.505
14 H 2.63668 2.76007 -2.26568  0.533
15 H 0.59554 3.83584 -3.25878  0.427
16 H 3.15942 1.19953 0.35408  0.471
17 H 3.40755 0.35280 -1.20437  0.651
18 H -2.69950 1.57628 0.05013  0.489
19 H -2.97606 1.08794 -1.62876  0.539
20 H -1.06582 -0.90580 -0.24647  0.312
21 C 3.36022 -1.45818 1.31118  -1.207
22 C 1.99949 -2.00136 -1.14194  -1.332
23 H -2.77600 -0.69921 0.50461  1.029
24 C -1.62309 -1.32837 -2.59279  -0.805
25 C -3.06852 -2.63634 -1.15232  -0.957
26 H -0.14394 -1.90565 1.41648  -0.101
27 H -2.02088 -1.98232 -3.37955  0.459
28 H -1.48765 -0.31737 -2.99589  0.235
29 H -0.62481 -1.71134 -2.30539  0.170
30 H -3.36645 -3.13637 -2.08158  0.327
31 H -2.31829 -3.26585 -0.64164  0.326
32 H -3.95062 -2.54771 -0.50337  0.337
33 H 3.04991 -2.15827 -1.43676  0.459
34 H 1.54201 -2.96047 -0.88183  0.447
35 H 1.45488 -1.55640 -1.98124  0.375
36 H 4.30105 -1.26646 0.77647  0.432
37 H 3.36060 -0.91417 2.26381  0.386
38 H 3.26192 -2.53150 1.51141  0.435
39 H -1.01119 -1.72745 1.76778  0.484
40 F -0.26021 -0.07630 5.01510  -0.226
41 C -0.15064 1.27524 5.04937  0.675
42 F -1.24752 1.79088 5.64744  -0.159
43 F 0.94865 1.61237 5.75759  -0.156
44 S -0.00902 1.88761 3.28746  0.994
45 O 1.02585 0.96036 2.69259  -0.675
46 O -1.28416 1.36972 2.63995  -0.759
47 O 0.23432 3.29654 3.25189  -0.462

Its highest occupied orbital energy is -15.4 eV. The value obtained for the energy is -1914.2159 hartree. Its HOMO-LUMO gap is 5.94 eV. As for the molar mass: 551.87 g mol⁻¹. The LUMO energy is -0.3467 Ha. For the energy relative to the best compared isomer or geometry (same formula, charge and spin), the calculation gives 0.0 kcal per mole. As for the net charge: +2.